8
Properties=species:S:1:pos:R:3 method="wB97M-V/def2-TZVPD" homo_lumo_gap_ev="8.50 / 8.60" relative_energy_kcal_mol=31.2 total_charge=0 s_squared=2.006 homo_ev="-8.449 / -9.776" e_tot_ev=-25458.1474 multiplicity=3
C 0.36012 -0.28839 0.93843
C -1.08625 -0.01853 0.94776
F -1.80311 -0.64291 1.92951
Cl -1.66397 1.51737 0.56495
I 1.31537 -1.85869 -0.25067
H 0.80781 0.76122 0.61427
H 0.84953 -0.40983 1.96899
H -2.45836 -1.46673 -0.81192

8
Properties=species:S:1:pos:R:3 method="wB97M-V/def2-TZVPD" homo_lumo_gap_ev=11.00 relative_energy_kcal_mol=9.3 total_charge=0 homo_ev=-10.335 smiles="C=N[C@@H](F)Cl" e_tot_ev=-18851.3089 multiplicity=1
C -0.59604 0.34702 -0.45428
N 0.39834 0.54383 0.28005
C 1.48991 -0.36695 0.53868
F 1.36983 -1.47692 -0.14745
Cl 3.01224 0.41494 -0.13541
H -1.21694 1.21616 -0.34811
H -0.95002 -0.50350 -0.94594
H 1.63045 -0.33191 1.60041

9
Properties=species:S:1:pos:R:3 method="wB97M-V/def2-TZVPD" homo_lumo_gap_ev=8.52 relative_energy_kcal_mol=91.3 total_charge=0 homo_ev=-9.779 e_tot_ev=-20896.3604 multiplicity=1
C -0.50883 -0.23818 1.02398
C -0.10448 0.02145 -0.40541
N 1.00206 0.87530 -0.53841
O 1.08697 1.51291 -1.56756
F -0.97574 0.01236 -1.35771
Cl 1.37578 -1.32347 -1.09216
H -0.47220 -1.28175 1.31832
H 0.24322 0.41608 1.54004
H -1.64679 0.00530 1.07891